{"formula": "C24H28N4O7S", "method": "ωB97M-V/def2-TZVPD", "total_energy_ha": -2075.36086, "orbital_gap_ev": 7.55, "charge": 0, "species": ["C", "C", "O", "C", "C", "C", "C", "C", "C", "O", "C", "H", "H", "H", "H", "C", "C", "C", "O", "N", "C", "O", "S", "C", "H", "C", "N", "C", "O", "C", "N", "C", "O", "C", "N", "C", "O", "H", "C", "C", "H", "H", "C", "H", "H", "C", "H", "H", "H", "H", "H", "H", "H", "H", "H", "H", "H", "H", "H", "H", "H", "H", "H", "H"], "coordinates": [[7.798, 1.246, 0.774], [6.311, 1.063, 0.509], [6.092, -0.326, 0.322], [4.865, -0.845, 0.105], [4.847, -2.238, -0.008], [3.686, -2.939, -0.225], [2.469, -2.260, -0.357], [2.482, -0.864, -0.244], [3.641, -0.147, -0.013], [3.652, 1.216, 0.106], [2.441, 1.921, -0.065], [2.031, 1.768, -1.068], [2.705, 2.970, 0.062], [1.690, 1.643, 0.680], [1.549, -0.334, -0.300], [1.266, -3.010, -0.561], [0.019, -2.589, -0.866], [-1.111, -3.515, -0.901], [-1.069, -4.716, -0.795], [-2.305, -2.816, -1.095], [-2.233, -1.468, -1.247], [-3.157, -0.709, -1.403], [-0.538, -0.956, -1.192], [-3.579, -3.460, -0.853], [-3.568, -4.439, -1.336], [-3.776, -3.624, 0.664], [-3.652, -2.360, 1.352], [-2.454, -1.905, 1.762], [-1.422, -2.543, 1.708], [-2.501, -0.489, 2.360], [-2.777, 0.524, 1.367], [-1.853, 1.409, 0.890], [-0.693, 1.471, 1.214], [-2.583, 2.317, -0.090], [-3.932, 1.808, -0.003], [-4.037, 0.726, 0.786], [-5.020, 0.062, 1.026], [-4.648, 2.042, -0.669], [-1.999, 2.273, -1.519], [-1.809, 3.732, -1.959], [-2.100, 3.884, -2.996], [-0.762, 4.017, -1.853], [-2.660, 4.551, -0.990], [-2.329, 5.585, -0.917], [-3.706, 4.544, -1.299], [-2.499, 3.797, 0.325], [-1.511, 3.980, 0.748], [-3.257, 4.047, 1.065], [-1.053, 1.735, -1.519], [-2.688, 1.734, -2.167], [-1.520, -0.263, 2.785], [-3.274, -0.449, 3.133], [-4.426, -1.700, 1.296], [-4.760, -4.049, 0.866], [-2.997, -4.288, 1.049], [-4.357, -2.825, -1.282], [1.348, -4.085, -0.438], [3.711, -4.015, -0.301], [5.793, -2.748, 0.089], [6.012, 1.617, -0.387], [5.724, 1.427, 1.359], [8.089, 0.691, 1.662], [8.375, 0.876, -0.069], [8.019, 2.299, 0.923]]}

{"formula": "C3H6OS", "method": "ωB97M-V/def2-TZVPD", "total_energy_ha": -591.18541, "orbital_gap_ev": 8.39, "charge": 0, "species": ["C", "C", "C", "H", "H", "H", "H", "H", "H", "O", "S"], "coordinates": [[-0.018, -1.452, 0.911], [0.859, -0.354, 0.617], [0.248, 0.990, 0.473], [-0.792, -2.227, -0.843], [0.461, -2.359, 1.114], [-0.807, -1.057, 1.682], [1.351, -0.167, 1.625], [1.453, -0.170, -0.427], [-0.065, 1.692, 1.493], [-1.014, -1.861, 0.150], [-0.001, 1.504, -1.116]]}

{"formula": "C23H39O2ScSi", "method": "ωB97M-V/def2-TZVPD", "total_energy_ha": -2100.45071, "orbital_gap_ev": 8.01, "charge": 0, "species": ["O", "C", "C", "H", "H", "C", "H", "H", "C", "H", "H", "H", "C", "H", "H", "H", "Sc", "C", "C", "C", "H", "C", "C", "H", "H", "H", "H", "C", "C", "C", "H", "C", "C", "H", "H", "H", "H", "O", "C", "C", "H", "H", "C", "H", "H", "C", "H", "H", "H", "H", "C", "Si", "C", "C", "C", "H", "H", "H", "H", "H", "H", "H", "H", "H", "H", "H"], "coordinates": [[-0.645, 1.103, -0.666], [0.469, 1.236, -1.631], [-0.063, 2.513, -2.241], [0.407, 0.393, -2.318], [1.457, 1.277, -1.177], [-1.350, 2.197, -1.431], [-0.171, 2.596, -3.329], [0.502, 3.362, -1.826], [-2.472, 1.511, -2.172], [-2.191, 0.500, -2.492], [-2.791, 2.116, -3.033], [-3.312, 1.402, -1.480], [-1.824, 3.398, -0.635], [-0.987, 4.025, -0.323], [-2.412, 3.142, 0.251], [-2.446, 4.011, -1.306], [-0.202, 0.250, 1.254], [0.435, 2.000, 2.951], [1.567, 1.132, 2.941], [2.207, 1.258, 1.667], [1.954, 0.616, 3.818], [1.487, 2.236, 0.919], [0.387, 2.685, 1.705], [-0.275, 3.514, 1.457], [-0.220, 2.212, 3.794], [3.139, 0.786, 1.349], [1.806, 2.697, -0.017], [-1.855, -0.078, 3.077], [-2.293, 1.132, 2.461], [-2.807, 0.811, 1.176], [-2.318, 2.123, 2.917], [-2.590, -0.581, 0.942], [-2.077, -1.150, 2.147], [-1.940, -2.213, 2.338], [-1.567, -0.167, 4.121], [-3.436, 1.480, 0.591], [-2.883, -1.114, 0.039], [-0.216, -0.533, -3.541], [-0.542, 0.141, -4.800], [0.054, -0.656, -5.955], [-0.109, 1.164, -4.838], [-1.638, 0.224, -4.826], [0.981, -1.714, -5.292], [0.630, 0.041, -6.566], [-0.751, -1.068, -6.563], [0.763, -1.586, -3.785], [2.031, -1.534, -5.556], [0.711, -2.725, -5.602], [1.685, -1.340, -3.241], [0.336, -2.497, -3.360], [0.547, -1.852, 4.369], [1.492, -2.485, 2.850], [3.326, -2.111, 3.107], [1.311, -4.365, 2.905], [0.839, -1.736, 1.243], [0.882, -2.370, 5.278], [-0.525, -2.054, 4.274], [0.662, -0.778, 4.554], [3.669, -2.489, 4.080], [3.938, -2.599, 2.336], [3.549, -1.038, 3.075], [0.262, -4.674, 2.796], [1.881, -4.822, 2.085], [1.684, -4.807, 3.842], [1.676, -1.655, 0.523], [0.178, -2.493, 0.771]]}

{"formula": "C5H14NO2", "method": "ωB97M-V/def2-TZVPD", "multiplicity": 2, "total_energy_ha": -404.02632, "orbital_gap_ev": [9.69, 6.56], "charge": 0, "species": ["C", "O", "C", "C", "C", "C", "N", "H", "H", "H", "H", "H", "H", "H", "H", "H", "H", "H", "H", "H", "H", "O"], "coordinates": [[1.425, 1.341, -0.030], [0.423, 1.811, 0.790], [1.343, -0.202, -0.351], [0.460, -0.476, -1.583], [-1.095, -0.436, -1.491], [-1.648, -0.115, -0.128], [-1.745, -1.275, 0.765], [1.297, 1.862, -0.977], [2.413, 1.453, 0.448], [2.359, -0.498, -0.587], [0.966, -0.673, 0.555], [0.727, 0.320, -2.285], [0.693, -1.494, -1.899], [-1.586, -1.345, -1.857], [-1.490, 0.332, -2.155], [-0.977, 0.612, 0.398], [-2.578, 0.463, -0.071], [-2.553, -1.298, 1.351], [-0.859, -1.450, 1.226], [1.396, -0.125, 2.757], [0.516, 0.939, 2.196], [0.513, 0.256, 2.926]]}